(1)
Computed, not measured: a structure of composition C39H97CrN4O13 in a non-equilibrium geometry, with wB97M-V/def2-TZVPD.

Structure (ORCA input):
```
! RIJCOSX wB97M-V def2-TZVPD def2/J DEFGRID3
* xyz -1 5
Cr 19.958 -23.430 25.797
C 19.708 -24.275 21.413
C 19.529 -25.097 22.709
C 20.288 -26.442 22.477
O 19.919 -24.430 23.824
H 19.190 -24.830 20.616
H 20.757 -24.185 21.120
H 19.196 -23.315 21.304
H 18.454 -25.373 22.631
H 21.322 -26.226 22.188
H 19.796 -26.922 21.626
H 20.393 -27.089 23.348
C 20.211 -19.191 25.865
C 20.162 -20.496 24.979
C 20.297 -20.124 23.496
O 21.018 -21.505 25.318
H 19.482 -18.433 25.581
H 21.241 -18.819 25.800
H 20.104 -19.497 26.909
H 19.080 -20.698 25.135
H 19.921 -20.970 22.914
H 21.341 -19.893 23.289
H 19.637 -19.284 23.249
C 22.763 -25.552 28.169
C 22.834 -25.209 26.674
C 22.669 -26.451 25.777
O 22.052 -24.141 26.254
H 21.759 -25.862 28.465
H 23.077 -24.665 28.716
H 23.461 -26.389 28.265
H 23.879 -24.955 26.431
H 21.655 -26.848 25.702
H 23.329 -27.288 26.040
H 22.956 -26.163 24.766
C 27.786 -34.621 22.176
O 26.782 -33.745 22.630
C 25.944 -33.201 21.615
C 26.419 -31.774 21.384
N 25.440 -30.977 20.655
C 24.136 -30.844 21.266
C 23.401 -29.669 20.586
O 24.093 -28.431 20.709
C 24.201 -27.927 22.018
H 28.531 -34.915 22.910
H 28.303 -34.129 21.342
H 27.355 -35.534 21.750
H 24.904 -33.213 21.951
H 25.808 -33.820 20.720
H 27.424 -31.779 20.969
H 26.429 -31.368 22.407
H 25.862 -30.111 20.355
H 24.194 -30.605 22.333
H 23.428 -31.633 21.005
H 22.383 -29.678 20.991
H 23.258 -29.798 19.513
H 23.357 -28.065 22.698
H 24.602 -26.919 21.923
H 25.022 -28.508 22.477
C 26.367 -23.674 25.146
O 25.082 -23.489 24.590
C 24.918 -24.158 23.357
C 23.499 -24.191 22.872
N 22.688 -22.994 23.028
C 23.044 -21.972 22.016
C 24.249 -21.131 22.469
O 24.150 -20.694 23.806
C 24.789 -19.499 24.127
H 27.184 -23.051 24.769
H 26.605 -24.740 25.047
H 26.240 -23.446 26.205
H 25.096 -25.223 23.581
H 25.598 -23.762 22.597
H 22.837 -24.897 23.380
H 23.605 -24.618 21.856
H 21.699 -23.159 23.158
H 22.203 -21.305 21.848
H 23.412 -22.430 21.090
H 24.322 -20.236 21.830
H 25.223 -21.597 22.282
H 25.873 -19.590 23.941
H 24.645 -19.173 25.152
H 24.539 -18.713 23.398
C 20.587 -30.439 18.177
O 20.244 -30.656 19.545
C 19.258 -29.764 20.054
C 18.495 -30.533 21.151
N 17.728 -31.653 20.627
C 16.777 -31.389 19.585
C 15.776 -30.260 19.918
O 16.327 -28.977 19.786
C 15.683 -28.013 20.606
H 19.745 -30.804 17.587
H 21.453 -31.056 17.933
H 20.894 -29.398 18.068
H 18.603 -29.279 19.333
H 19.847 -29.019 20.602
H 17.760 -29.937 21.696
H 19.256 -30.848 21.865
H 18.295 -32.468 20.457
H 16.143 -32.275 19.488
H 17.232 -31.207 18.601
H 15.486 -30.492 20.954
H 14.855 -30.296 19.323
H 14.604 -27.942 20.442
H 16.271 -27.121 20.400
H 15.779 -28.234 21.676
C 17.326 -22.466 24.033
O 17.941 -22.851 25.263
C 17.050 -23.530 26.115
C 17.437 -25.008 26.192
N 18.788 -25.131 26.751
C 19.300 -26.492 26.527
C 18.592 -27.622 27.279
O 17.868 -27.176 28.404
C 18.694 -26.826 29.517
H 16.522 -21.737 24.120
H 16.911 -23.374 23.584
H 18.111 -22.171 23.342
H 16.008 -23.408 25.803
H 17.042 -23.038 27.096
H 17.405 -25.383 25.168
H 16.682 -25.502 26.810
H 18.608 -25.042 27.745
H 20.319 -26.357 26.911
H 19.581 -26.680 25.491
H 19.237 -28.483 27.489
H 17.807 -28.064 26.653
H 19.138 -27.673 30.039
H 17.958 -26.325 30.153
H 19.422 -26.050 29.270
C 23.609 -24.863 18.906
C 25.016 -24.388 19.244
C 26.115 -25.087 18.484
O 25.061 -22.972 18.951
H 22.818 -24.356 19.458
H 23.595 -25.872 19.336
H 23.420 -24.823 17.832
H 25.165 -24.416 20.324
H 26.015 -26.171 18.606
H 27.123 -24.779 18.743
H 25.914 -24.988 17.412
H 24.588 -22.809 18.131
C 19.853 -24.484 16.985
C 20.476 -25.866 17.065
C 20.482 -26.360 18.504
O 19.711 -26.808 16.319
H 20.488 -23.698 17.394
H 18.881 -24.429 17.480
H 19.626 -24.306 15.928
H 21.517 -25.706 16.768
H 19.532 -26.720 18.911
H 20.801 -25.703 19.311
H 21.098 -27.265 18.517
H 20.080 -26.832 15.430
*
```

Computed properties:
<S²> = 6.013
lowest unoccupied orbital energy (spin up / spin down) = 0.07883 / 0.07871 Ha
energy = -3785.44934 Ha
maximum force = 3.85 eV/Å
HOMO (spin up / spin down) = -3.874 / -4.087 eV

Mulliken population analysis, charges in e, atoms 1 to 6: 0.02, -1.01, -0.09, -0.37, 1.58, 0.40

=====

(2)
Computed, not measured: a structure of composition C3Br3F in a non-equilibrium geometry, with wB97M-V/def2-TZVPD.

Structure (ORCA input):
```
! RIJCOSX wB97M-V def2-TZVPD def2/J DEFGRID3
* xyz 0 1
C -2.143 -0.320 -0.337
C 0.260 0.250 0.199
C 1.589 0.247 0.272
F 2.199 1.333 0.651
Br -3.686 -0.622 0.408
Br -0.596 -1.418 0.056
Br 2.695 -1.358 0.292
*
```

Computed properties:
lowest unoccupied orbital energy (spin up / spin down) = -0.06926 / -0.06925 Ha
energy above the lowest of the compared OMol25 structures with the same formula, charge and spin = 114.1 kcal per mole
energy = -7935.91589 Ha
maximum force = 3.14 eV/Å
HOMO (spin up / spin down) = -8.769 / -8.769 eV

Mulliken population analysis, charges in e, atoms 1 to 6: 0.04, -0.34, 0.31, -0.20, 0.11, 0.30

=====

(3)
Computed, not measured: a cluster of 2 separate species, C3BrCl2F3 in total, with wB97M-V/def2-TZVPD.

Structure (ORCA input):
```
! RIJCOSX wB97M-V def2-TZVPD def2/J DEFGRID3
* xyz 0 1
C 0.829 0.762 -0.072
C 1.884 0.087 0.351
C -2.249 -0.648 -0.525
F 0.347 1.827 0.536
F 0.246 0.501 -1.222
F 2.627 0.558 1.342
Cl -3.607 0.347 -0.669
Cl -2.494 -1.900 0.625
Br 2.417 -1.535 -0.365
*
```

Computed properties:
lowest unoccupied orbital energy = -0.04217 Ha
energy above the lowest of the compared OMol25 structures with the same formula, charge and spin = 74.2 kcal per mole
energy = -3908.15393 Ha
maximum force = 0.59 eV/Å
HOMO = -9.438 eV

Mulliken population analysis, charges in e, atoms 1 to 6: 0.52, 0.17, 0.08, -0.22, -0.16, -0.23

=====

(4)
Computed, not measured: a cluster of 2 separate species, C3BrCl2F3 in total in a non-equilibrium geometry, with wB97M-V/def2-TZVPD.

Structure (ORCA input):
```
! RIJCOSX wB97M-V def2-TZVPD def2/J DEFGRID3
* xyz 0 1
C 0.836 0.912 -0.238
C 1.771 0.181 0.361
C -2.217 -1.072 -0.481
F 0.409 2.083 0.211
F 0.224 0.569 -1.350
F 2.363 0.591 1.479
Cl -2.875 0.449 -0.251
Cl -2.851 -2.229 0.547
Br 2.341 -1.483 -0.278
*
```

Computed properties:
lowest unoccupied orbital energy = -0.03686 Ha
energy above the lowest of the compared OMol25 structures with the same formula, charge and spin = 71.7 kcal per mole
energy = -3908.15797 Ha
maximum force = 1.27 eV/Å
HOMO = -9.485 eV

Mulliken population analysis, charges in e, atoms 1 to 6: 0.54, 0.16, 0.05, -0.22, -0.16, -0.22

=====

(5)
Computed, not measured: a cluster of 2 separate species, C3Cl2NOS2 in total in a non-equilibrium geometry, with wB97M-V/def2-TZVPD.

Structure (ORCA input):
```
! RIJCOSX wB97M-V def2-TZVPD def2/J DEFGRID3
* xyz -1 3
C 1.043 -1.524 0.137
C -1.003 0.154 -0.761
C 1.527 0.860 0.227
N 1.582 -0.472 0.271
O 0.730 -2.679 0.080
S 2.847 1.712 0.636
S 0.107 1.549 -0.393
Cl -2.559 0.681 -1.094
Cl -4.273 -0.281 0.898
*
```

Computed properties:
<S²> = 2.025
lowest unoccupied orbital energy (spin up / spin down) = 0.08294 / 0.01439 Ha
energy = -1960.99412 Ha
maximum force = 4.05 eV/Å
HOMO (spin up / spin down) = -4.185 / -4.089 eV

Mulliken population analysis, charges in e, atoms 1 to 6: 0.66, -0.09, 0.36, -0.29, -0.47, -0.34

=====

(6)
Computed, not measured: the molecule C3Cl4N2 in a non-equilibrium geometry, with wB97M-V/def2-TZVPD.

Structure (ORCA input):
```
! RIJCOSX wB97M-V def2-TZVPD def2/J DEFGRID3
* xyz 0 1
C -1.136 0.430 0.010
C -1.076 -0.890 -0.203
C 1.093 0.545 0.070
N -0.040 1.206 0.076
N 1.094 -0.754 0.119
Cl -2.625 1.280 -0.127
Cl -1.651 -2.357 0.116
Cl 2.526 1.474 0.043
Cl 2.385 -1.790 -0.166
*
```

Computed properties:
lowest unoccupied orbital energy = -0.04947 Ha
energy above the lowest of the compared OMol25 structures with the same formula, charge and spin = 15.5 kcal per mole
energy = -2064.45054 Ha
maximum force = 2.86 eV/Å
HOMO = -9.138 eV

Mulliken population analysis, charges in e, atoms 1 to 6: 0.40, 0.22, 0.63, -0.54, -0.34, -0.14

=====

(7)
Computed, not measured: the molecule C3ClF2N in a non-equilibrium geometry, with wB97M-V/def2-TZVPD.

Structure (ORCA input):
```
! RIJCOSX wB97M-V def2-TZVPD def2/J DEFGRID3
* xyz 0 1
C 0.473 0.466 0.552
C 0.762 1.565 0.932
C -0.578 -1.261 -0.684
N -0.032 -0.733 0.314
F -0.801 -2.546 -0.787
F -1.179 -0.546 -1.666
Cl 1.355 3.054 1.339
*
```

Computed properties:
lowest unoccupied orbital energy = 0.01608 Ha
energy above the lowest of the compared OMol25 structures with the same formula, charge and spin = 36.5 kcal per mole
energy = -828.89649 Ha
maximum force = 2.51 eV/Å
HOMO = -9.445 eV
SMILES = FC(F)=NC#CCl

Mulliken population analysis, charges in e, atoms 1 to 6: 0.15, 0.19, 0.60, -0.44, -0.17, -0.17

=====

(8)
Computed, not measured: the molecule C3ClF2N in a non-equilibrium geometry, with wB97M-V/def2-TZVPD.

Structure (ORCA input):
```
! RIJCOSX wB97M-V def2-TZVPD def2/J DEFGRID3
* xyz 0 1
C 1.064 0.078 -0.039
C -0.212 -0.092 0.073
C -1.205 1.049 -0.026
N -1.823 1.990 0.104
F 1.523 1.359 -0.130
F 2.087 -0.705 0.131
Cl -1.036 -1.531 -0.046
*
```

Computed properties:
lowest unoccupied orbital energy = 0.01012 Ha
energy above the lowest of the compared OMol25 structures with the same formula, charge and spin = 14.5 kcal per mole
energy = -828.93160 Ha
maximum force = 4.62 eV/Å
HOMO = -10.590 eV
SMILES = N#CC(Cl)=C(F)F

Mulliken population analysis, charges in e, atoms 1 to 6: 0.43, 0.28, 0.14, -0.30, -0.20, -0.20